## i
{"formula": "C4H6FNO", "method": "the ωB97M-V functional and the def2-TZVPD basis", "symbols": ["F", "O", "N", "C", "C", "C", "C", "H", "H", "H", "H", "H", "H"], "coordinates": [[-2.176, 0.994, -0.325], [-0.490, 2.379, 1.341], [1.135, 1.402, 0.161], [-1.053, 0.426, -0.047], [-0.171, 1.500, 0.574], [-0.878, -0.834, -0.294], [0.366, -1.676, -0.180], [0.081, -2.631, 0.197], [1.228, 0.875, -0.617], [0.662, -1.894, -1.180], [-1.766, -1.346, -0.566], [1.213, -1.189, 0.376], [1.849, 1.995, 0.557]], "mulliken_charge": [-0.287, -0.583, -0.404, 0.358, 0.500, -0.191, -1.334, 0.383, 0.222, 0.351, 0.418, 0.361, 0.207], "lumo_ev": 0.845, "smiles": "C/C=C(/F)C(N)=O", "total_charge": 0}

---

## ii
{"formula": "C4H6FNO", "method": "the ωB97M-V functional and the def2-TZVPD basis", "symbols": ["F", "O", "N", "C", "C", "C", "C", "H", "H", "H", "H", "H", "H"], "coordinates": [[-0.285, 1.384, -0.684], [1.045, -1.774, -1.222], [-0.508, -1.456, 0.401], [0.566, 2.188, 1.337], [-1.347, -0.662, 0.894], [0.696, 1.416, 0.290], [0.112, -2.173, -0.541], [-1.945, -0.185, 0.040], [1.501, 0.719, -0.036], [1.334, 2.168, 1.999], [-1.614, -0.694, 1.919], [-0.380, -3.166, -0.392], [-0.253, 2.811, 1.630]], "mulliken_charge": [-0.267, -0.554, -0.191, -0.709, -0.326, 0.024, 0.217, 0.253, 0.372, 0.288, 0.324, 0.281, 0.289], "lumo_ev": 0.480, "smiles": "C=NC=O.C=CF", "total_charge": 0}

---

Which one is the most stable? From the structures above, i.